# 1
Molecular formula: C42H49N9O4
Method: DFT, the ωB97M-V functional and the def2-TZVPD basis

Its SMILES is C#Cc1cc(CCCCCCCCOC)c2c(c1CC(N)(N)N)C(=O)N(N=C=O)C2=O.c1ccncc1.c1ccncc1.c1ccncc1.c1ccncc1. The molar mass comes out at 743.9 g mol⁻¹. Its maximum force is 0.0212 Eh/bohr. As for the total energy: -65946.4753 eV. As for the total charge: 0. For the orbital gap, the calculation gives 8.199 eV. For the HOMO energy, the calculation gives -9.140 eV. Its multiplicity is 1.

XYZ file:
```
104
C42H49N9O4, DFT the ωB97M-V functional and the def2-TZVPD basis
C -3.699 2.314 -0.979
C -2.647 1.895 -0.598
C -1.442 1.303 -0.092
C -1.400 1.112 1.297
C -0.322 0.543 1.955
C -0.285 0.328 3.442
C -1.652 0.330 4.123
C -2.627 -0.748 3.613
C -1.972 -2.064 3.206
C -2.966 -3.232 3.198
C -2.448 -4.454 2.414
C -3.389 -4.846 1.268
C -3.397 -3.783 0.169
O -4.579 -3.001 0.273
C -4.600 -1.907 -0.624
C 0.735 0.173 1.136
C 0.705 0.361 -0.248
C -0.374 0.932 -0.919
C -0.309 1.106 -2.415
C -1.456 0.522 -3.300
N -2.438 1.537 -3.637
N -2.088 -0.634 -2.692
N -0.888 0.084 -4.593
C 1.990 -0.166 -0.801
O 2.378 -0.307 -1.923
N 2.793 -0.505 0.322
N 3.580 -1.698 0.146
C 4.704 -1.518 0.638
O 5.767 -1.404 1.067
C 2.023 -0.445 1.514
O 2.428 -0.812 2.576
H -4.629 2.666 -1.355
H -2.253 1.418 1.879
H 0.254 -0.589 3.662
H 0.314 1.123 3.897
H -2.097 1.320 3.997
H -1.496 0.201 5.195
H -3.140 -0.347 2.736
H -3.385 -0.929 4.376
H -1.550 -1.953 2.204
H -1.142 -2.316 3.871
H -3.145 -3.516 4.234
H -3.890 -2.869 2.750
H -2.281 -5.290 3.091
H -1.478 -4.220 1.968
H -4.406 -4.928 1.646
H -3.062 -5.795 0.845
H -3.351 -4.237 -0.826
H -2.527 -3.123 0.274
H -5.576 -1.861 -1.107
H -4.442 -0.970 -0.084
H -3.837 -2.014 -1.397
H -0.151 2.156 -2.677
H 0.591 0.597 -2.733
H -3.378 1.218 -3.457
H -2.282 2.382 -3.109
H -1.461 -1.173 -2.113
H -2.916 -0.386 -2.173
H -0.110 -0.551 -4.442
H -0.524 0.907 -5.060
C -4.769 5.956 2.532
C -4.681 4.808 3.302
C -3.704 3.876 2.985
N -2.844 4.020 1.979
C -2.946 5.128 1.248
C -3.883 6.122 1.479
H -5.518 6.708 2.745
H -5.353 4.635 4.131
H -3.609 2.965 3.567
H -2.239 5.219 0.429
H -3.916 6.998 0.845
C 4.552 -2.961 -4.252
C 4.859 -2.684 -2.929
C 6.011 -3.238 -2.397
N 6.844 -4.025 -3.075
C 6.533 -4.282 -4.343
C 5.406 -3.777 -4.976
H 3.661 -2.549 -4.709
H 4.221 -2.056 -2.324
H 6.289 -3.041 -1.370
H 7.224 -4.925 -4.877
H 5.207 -4.020 -6.011
C -1.043 9.292 -2.646
C -2.234 9.014 -3.297
C -3.284 8.489 -2.559
N -3.213 8.234 -1.254
C -2.060 8.503 -0.644
C -0.952 9.032 -1.288
H -0.201 9.703 -3.187
H -2.350 9.199 -4.356
H -4.232 8.263 -3.033
H -2.025 8.282 0.418
H -0.043 9.231 -0.738
C 7.527 -5.212 1.993
C 7.493 -4.845 0.658
C 8.222 -5.591 -0.259
N 8.960 -6.647 0.084
C 8.983 -6.988 1.371
C 8.288 -6.309 2.360
H 6.971 -4.652 2.734
H 6.915 -3.994 0.334
H 8.216 -5.332 -1.311
H 9.592 -7.851 1.619
H 8.345 -6.634 3.391
```

Here are the Mulliken charges for atoms 1 to 6, given in e:
1. C -0.513
2. C -1.052
3. C 1.390
4. C -0.290
5. C 0.357
6. C -1.112

=====

# 2
Molecular formula: C42H50As2F4N2PPd
Method: DFT, the ωB97M-V functional and the def2-TZVPD basis

The molar mass comes out at 946.1 g mol⁻¹. Its maximum force is 0.0281 Eh/bohr. Its relative energy (zero: lowest compared OMol25 entry of this formula, charge and spin) is 31.8 kJ/mol. As for the total energy: -192654.3290 eV. As for the total charge: +1. For the orbital gap (alpha / beta), the calculation gives 8.357 / 5.135 eV. For the HOMO energy (alpha / beta), the calculation gives -10.064 / -10.061 eV. Its multiplicity is 3.

XYZ file:
```
102
C42H50As2F4N2PPd, DFT the ωB97M-V functional and the def2-TZVPD basis
Pd -1.913 -1.086 -0.331
C -1.858 -4.499 -0.019
N -2.728 -3.381 0.335
C -4.101 -3.676 -0.067
C -2.621 -3.163 1.783
C -3.389 -1.940 2.272
N -3.005 -0.768 1.530
C -3.308 0.448 1.983
C -2.979 1.578 1.182
F -2.560 1.318 -0.097
C -3.103 2.884 1.600
F -2.730 3.874 0.780
C -3.613 3.180 2.853
C -4.026 2.114 3.638
F -4.566 2.362 4.835
C -3.904 0.797 3.232
F -4.375 -0.153 4.066
H -2.110 -5.402 0.556
H -0.821 -4.237 0.192
H -1.959 -4.730 -1.076
H -4.519 -4.505 0.519
H -4.119 -3.953 -1.122
H -4.735 -2.801 0.074
H -1.560 -3.015 2.014
H -2.980 -4.046 2.335
H -3.165 -1.827 3.338
H -4.471 -2.105 2.184
H -3.734 4.196 3.187
C 2.116 -0.946 -0.190
C 3.037 -0.293 0.821
As 4.926 -0.119 0.190
C 4.515 1.081 -1.315
C 3.839 2.282 -1.143
C 3.554 3.090 -2.229
C 3.948 2.708 -3.502
C 4.623 1.514 -3.685
C 4.902 0.704 -2.597
C 5.464 1.266 1.467
C 6.543 2.078 1.126
C 6.957 3.094 1.968
C 6.304 3.305 3.171
C 5.252 2.482 3.536
C 4.843 1.462 2.694
P 0.357 -0.665 0.358
C 0.330 1.146 0.114
C 0.083 1.518 -1.209
C 0.019 2.846 -1.572
C 0.204 3.829 -0.611
C 0.482 3.469 0.697
C 0.551 2.135 1.065
C 0.406 -1.054 2.133
C -0.300 -0.315 3.080
C -0.386 -0.760 4.387
C 0.193 -1.962 4.759
C 0.874 -2.718 3.816
C 0.988 -2.264 2.517
H 2.333 -2.010 -0.308
H 2.205 -0.473 -1.176
H 3.043 -0.871 1.748
H 2.681 0.716 1.045
H 3.544 2.599 -0.149
H 3.030 4.022 -2.080
H 3.738 3.347 -4.347
H 4.938 1.215 -4.675
H 5.435 -0.230 -2.734
H 7.055 1.908 0.185
H 7.788 3.722 1.685
H 6.620 4.101 3.828
H 4.748 2.633 4.479
H 4.033 0.815 3.009
H -0.066 0.737 -1.953
H -0.183 3.119 -2.597
H 0.121 4.871 -0.878
H 0.641 4.231 1.446
H 0.777 1.880 2.090
H -0.797 0.601 2.797
H -0.911 -0.157 5.114
H 0.099 -2.321 5.772
H 1.312 -3.665 4.089
H 1.519 -2.861 1.787
C -0.421 -0.153 -4.880
C -1.763 0.160 -4.228
As -2.287 -1.058 -2.744
C -4.246 -0.985 -2.994
C -4.770 0.449 -2.961
C -1.873 -2.834 -3.514
C -0.495 -3.300 -3.037
H -0.287 0.464 -5.768
H -0.372 -1.196 -5.194
H 0.408 0.046 -4.199
H -2.564 0.081 -4.973
H -1.762 1.182 -3.836
H -4.699 -1.556 -2.176
H -4.518 -1.471 -3.938
H -4.352 0.995 -2.113
H -5.855 0.457 -2.869
H -4.509 0.983 -3.873
H -1.915 -2.809 -4.608
H -2.652 -3.526 -3.167
H 0.301 -2.788 -3.581
H -0.374 -4.373 -3.183
H -0.376 -3.069 -1.969
```

Here are the Mulliken charges for atoms 1 to 6, given in e:
1. Pd 0.377
2. C -1.235
3. N 0.880
4. C -1.182
5. C -0.877
6. C -1.051

=====

# 3
Molecular formula: C42H50AsMoN3O3S2Si
Method: DFT, the ωB97M-V functional and the def2-TZVPD basis

The molar mass comes out at 908.0 g mol⁻¹. Its maximum force is 0.0105 Eh/bohr. As for the total energy: -147213.4022 eV. As for the total charge: +2. For the orbital gap (alpha / beta), the calculation gives 5.971 / 5.833 eV. For the HOMO energy (alpha / beta), the calculation gives -12.631 / -12.660 eV. Its multiplicity is 3.

XYZ file:
```
103
C42H50AsMoN3O3S2Si, DFT the ωB97M-V functional and the def2-TZVPD basis
Mo -0.124 0.455 0.231
S 1.703 -0.858 -0.121
C 2.744 -0.600 1.315
C 4.117 -0.711 1.147
C 4.949 -0.486 2.239
C 4.423 -0.146 3.477
C 3.047 -0.039 3.646
C 2.216 -0.285 2.567
As 0.311 -0.189 2.640
C -0.216 0.704 4.222
C -0.437 -0.030 5.381
C -0.723 0.654 6.556
C -0.785 2.041 6.562
C -0.566 2.764 5.395
C -0.278 2.095 4.215
C -0.324 -1.995 2.793
C -1.691 -2.189 2.980
C -2.190 -3.479 3.098
C -1.324 -4.564 3.020
C 0.037 -4.363 2.833
C 0.545 -3.075 2.716
H 4.536 -0.957 0.180
H 6.020 -0.569 2.113
H 5.084 0.036 4.314
H 2.636 0.225 4.612
H -0.391 -1.110 5.382
H -0.897 0.099 7.468
H -1.005 2.564 7.483
H -0.618 3.845 5.404
H -0.105 2.662 3.307
H -2.369 -1.348 3.067
H -3.248 -3.637 3.263
H -1.711 -5.571 3.116
H 0.709 -5.210 2.785
H 1.608 -2.927 2.580
N -7.055 -1.392 -0.502
C -8.390 -1.051 -0.496
C -9.544 -1.792 -0.784
C -10.732 -1.118 -0.667
C -10.790 0.244 -0.278
C -9.654 0.957 0.001
C -8.425 0.288 -0.113
N -7.142 0.758 0.108
C -6.367 -0.264 -0.137
C -4.917 -0.206 -0.015
C -4.101 -1.307 -0.270
C -2.739 -1.196 -0.136
N -2.163 -0.045 0.247
C -2.947 1.037 0.500
C -4.307 0.993 0.374
H -6.678 -2.287 -0.756
H -9.508 -2.831 -1.081
H -11.656 -1.640 -0.877
H -11.757 0.723 -0.203
H -9.689 1.997 0.297
H -4.502 -2.261 -0.583
H -2.084 -2.035 -0.329
H -2.443 1.945 0.807
H -4.911 1.868 0.571
C -0.482 6.900 -3.122
C -0.132 5.473 -2.753
C 1.345 5.192 -2.964
C -1.002 4.473 -3.487
O -0.455 5.357 -1.324
Si 0.096 4.637 -0.022
S 0.281 2.412 -0.594
O -0.975 4.632 1.178
C -2.198 5.406 1.437
C -1.907 6.889 1.287
C -2.570 5.068 2.865
C -3.264 4.956 0.455
O 1.617 4.882 0.388
C 2.310 5.988 1.071
C 1.930 5.939 2.539
C 3.783 5.715 0.860
C 1.888 7.298 0.431
H -0.302 7.067 -4.185
H 0.130 7.604 -2.556
H -1.533 7.103 -2.915
H 1.598 5.337 -4.015
H 1.602 4.163 -2.699
H 1.963 5.868 -2.371
H -0.838 4.556 -4.563
H -2.058 4.663 -3.288
H -0.762 3.451 -3.186
H -1.131 7.203 1.988
H -2.808 7.465 1.506
H -1.594 7.135 0.271
H -1.768 5.354 3.548
H -2.754 3.996 2.972
H -3.476 5.601 3.155
H -2.947 5.127 -0.575
H -4.189 5.509 0.624
H -3.480 3.894 0.589
H 2.225 4.984 2.978
H 0.854 6.066 2.673
H 2.436 6.738 3.082
H 4.065 4.762 1.308
H 4.377 6.504 1.322
H 4.018 5.685 -0.205
H 0.814 7.469 0.540
H 2.137 7.313 -0.632
H 2.404 8.131 0.911
```

Here are the Mulliken charges for atoms 1 to 6, given in e:
1. Mo -0.172
2. S -0.175
3. C 0.792
4. C -0.655
5. C -0.678
6. C -0.786

=====

# 4
Molecular formula: C42H50CuF4N9O4Si
Method: DFT, the ωB97M-V functional and the def2-TZVPD basis

The molar mass comes out at 912.5 g mol⁻¹. Its maximum force is 0.0214 Eh/bohr. Its relative energy (zero: lowest compared OMol25 entry of this formula, charge and spin) is 75.4 kJ/mol. As for the total energy: -129349.9945 eV. As for the total charge: 0. For the orbital gap, the calculation gives 5.152 eV. For the HOMO energy, the calculation gives -6.154 eV. Its multiplicity is 1.

XYZ file:
```
111
C42H50CuF4N9O4Si, DFT the ωB97M-V functional and the def2-TZVPD basis
Cu 0.615 0.330 -0.914
N -0.109 0.437 -3.834
C 0.117 1.718 -3.412
C 0.057 2.797 -4.311
C 0.275 4.068 -3.848
C 0.561 4.271 -2.494
C 0.599 3.169 -1.683
N 0.360 1.912 -2.108
H 0.088 0.257 -4.809
H 0.312 -0.278 -3.250
H -0.132 2.601 -5.356
H 0.245 4.904 -4.533
H 0.765 5.251 -2.093
H 0.851 3.261 -0.635
F 0.987 -2.351 -4.070
C 0.718 -3.643 -3.737
C -0.391 -4.206 -4.325
F -1.102 -3.396 -5.145
C -0.801 -5.528 -4.085
C 0.101 -6.219 -3.249
C 1.191 -5.630 -2.637
F 1.887 -6.363 -1.753
C 1.526 -4.290 -2.813
C 2.454 -3.525 -1.964
C 1.938 -2.311 -1.605
N 1.270 -1.437 -1.207
C 3.613 -3.969 -1.296
N 4.570 -4.246 -0.713
F -0.142 -7.504 -2.937
C -2.017 -6.083 -4.601
C -2.972 -5.278 -5.262
N -3.792 -4.642 -5.773
C -2.413 -7.423 -4.380
N -2.793 -8.501 -4.217
C 2.571 3.034 3.754
C 1.320 3.582 3.051
C 1.801 4.198 1.729
C 0.755 4.721 3.916
Si 0.010 2.216 2.774
C -0.230 1.103 4.316
C -1.416 0.139 4.133
C -0.497 1.979 5.555
C 0.984 0.215 4.666
C -1.647 2.900 2.081
C -2.363 1.804 1.277
C -2.588 3.384 3.198
C -1.472 4.087 1.121
H 3.342 3.810 3.753
H 2.994 2.160 3.253
H 2.380 2.773 4.794
H 2.599 4.914 1.946
H 1.021 4.739 1.199
H 2.223 3.455 1.057
H 1.530 5.483 4.039
H 0.462 4.392 4.911
H -0.105 5.210 3.461
H -2.376 0.649 4.070
H -1.461 -0.524 5.003
H -1.289 -0.487 3.252
H -1.249 2.751 5.407
H 0.415 2.463 5.902
H -0.847 1.333 6.365
H 1.062 -0.649 4.013
H 0.840 -0.164 5.682
H 1.935 0.738 4.653
H -2.616 0.938 1.885
H -1.753 1.469 0.436
H -3.296 2.212 0.872
H -2.908 2.588 3.866
H -3.486 3.806 2.738
H -2.140 4.171 3.805
H -0.875 3.833 0.243
H -1.028 4.958 1.597
H -2.460 4.388 0.761
C -3.923 -1.849 -2.530
C -2.752 -0.861 -2.330
N -1.706 -1.466 -1.518
C -1.267 -2.721 -2.124
C -2.409 -3.754 -2.117
N -3.650 -3.036 -1.652
C -3.482 -2.586 -0.228
C -2.196 -1.724 -0.172
H -3.991 -2.224 -3.551
H -4.890 -1.443 -2.236
H -3.088 0.052 -1.836
H -2.333 -0.584 -3.297
H -0.408 -3.095 -1.574
H -0.944 -2.525 -3.145
H -2.238 -4.573 -1.420
H -2.620 -4.167 -3.104
H -4.438 -3.678 -1.710
H -3.420 -3.482 0.388
H -4.382 -2.033 0.039
H -1.409 -2.235 0.387
H -2.395 -0.780 0.333
O 0.570 -1.003 1.729
C 1.169 0.009 1.464
O 0.545 1.215 1.463
C 2.624 0.034 1.157
C 3.418 -1.014 1.615
C 4.778 -1.027 1.348
C 5.358 0.010 0.628
C 4.539 1.029 0.178
C 3.185 1.064 0.419
N 5.129 2.152 -0.589
O 6.326 2.139 -0.770
O 4.367 3.019 -0.976
H 2.955 -1.829 2.153
H 5.386 -1.854 1.684
H 6.415 0.031 0.409
H 2.597 1.865 0.003
```

Here are the Mulliken charges for atoms 1 to 6, given in e:
1. Cu 0.065
2. N -0.034
3. C 0.394
4. C -0.897
5. C -0.569
6. C -1.577

=====

Which formula does entry 2 have?
C42H50As2F4N2PPd

=====

Among the records above, which one has the lowest maximum force?
C42H50AsMoN3O3S2Si